Record 1
Below is the molecule C3H6N2O in a non-equilibrium geometry, with properties calculated with wB97M-V/def2-TZVPD.

Summary:
HOMO energy (alpha / beta) ... -8.01 / -7.46 eV
Max |F| ... 0.0666 Eh/bohr
Kohn-Sham gap (alpha / beta) ... 8.57 / 7.94 eV
Energy relative to the best compared isomer or geometry (same formula, charge and spin) ... 105.4 kcal per mole

Last column: Mulliken charge in e.
CARTESIAN COORDINATES (ANGSTROEM)
O: -0.611 -0.186 -1.903  -0.44
N: -2.016 -0.288 0.017  0.09
N: -1.975 -1.212 0.696  -0.37
C: 1.239 -0.340 0.772  -1.03
C: -0.835 0.173 -0.609  0.22
C: 0.300 0.730 0.203  -0.33
H: 0.852 1.389 -0.475  0.27
H: -1.297 0.172 -2.474  0.34
H: 2.087 0.147 1.275  0.31
H: -0.091 1.342 1.012  0.31
H: 1.635 -0.971 -0.025  0.30
H: 0.712 -0.955 1.510  0.32

***

Record 2
Below is a structure of composition C17H13N4O2Pd in a non-equilibrium geometry, with properties calculated with wB97M-V/def2-TZVPD.

Summary:
Expectation value of S² ... 6.097
Total charge ... +3
HOMO energy (alpha / beta) ... -19.26 / -19.54 eV
Max |F| ... 0.0655 Eh/bohr
Spin multiplicity ... 5
Kohn-Sham gap (alpha / beta) ... 7.44 / 5.81 eV
Energy relative to the best compared isomer or geometry (same formula, charge and spin) ... 12.3 kcal per mole

Last column: Mulliken charge in e.
CARTESIAN COORDINATES (ANGSTROEM)
Pd: -0.629 0.014 0.030  1.00
O: -4.884 -0.328 0.006  -0.15
O: -2.751 0.454 -0.046  -0.55
N: 1.512 0.962 -0.008  0.08
N: -0.671 2.436 0.014  0.10
N: -1.800 -2.039 0.013  -0.21
N: 1.647 2.209 -0.005  -0.31
C: 3.464 -2.115 -0.007  -0.66
C: -3.113 -1.905 0.002  0.66
C: -1.296 -3.278 0.014  0.03
C: 3.935 0.670 0.001  -0.14
C: 0.748 4.400 -0.003  -0.28
C: 4.994 -0.193 0.003  -0.68
C: -4.025 -2.939 -0.003  -0.55
C: 2.398 -1.269 -0.013  0.20
C: -3.673 -0.382 -0.014  0.48
C: -1.724 3.208 0.012  -0.10
C: -1.626 4.625 0.005  -0.67
C: 2.605 0.142 -0.007  1.00
C: -3.490 -4.224 0.000  -0.31
C: -0.375 5.213 0.000  -0.42
C: -2.119 -4.396 0.006  -0.82
C: 4.777 -1.581 0.000  -0.40
C: 0.567 3.007 0.002  0.20
H: 6.003 0.199 0.005  0.44
H: -1.675 -5.382 0.007  0.43
H: -5.087 -2.744 -0.009  0.47
H: -0.272 6.290 -0.003  0.47
H: -4.159 -5.077 -0.003  0.48
H: 3.329 -3.188 -0.010  0.44
H: 1.754 4.801 -0.009  0.50
H: 5.625 -2.255 0.002  0.45
H: 4.078 1.743 0.005  0.50
H: -0.221 -3.388 0.021  0.41
H: 1.378 -1.640 -0.024  0.01
H: -2.694 2.727 0.014  0.44
H: -2.529 5.222 0.003  0.46

***

Record 3
Below is a structure of composition C79H63N9O2P2RhS2 in a non-equilibrium geometry, with properties calculated with wB97M-V/def2-TZVPD.

Summary:
Total charge ... +1
HOMO energy (alpha / beta) ... -7.94 / -7.94 eV
Max |F| ... 0.0535 Eh/bohr
Kohn-Sham gap (alpha / beta) ... 3.83 / 3.83 eV

Last column: Mulliken charge in e.
CARTESIAN COORDINATES (ANGSTROEM)
Rh: 0.129 -0.017 0.145  -1.54
S: -2.267 2.867 -2.585  1.46
S: -0.345 1.039 -4.291  -0.40
P: 2.238 0.385 0.988  1.04
P: -2.562 1.401 1.874  -1.16
O: -2.170 3.988 -1.681  -0.43
O: -1.819 3.069 -3.940  -0.88
N: -8.151 2.354 -2.842  -0.60
N: -1.918 -0.383 -0.223  1.28
N: 0.251 0.078 -1.953  1.69
N: -1.493 1.610 -1.913  0.46
N: -1.443 3.827 1.028  0.90
N: -0.316 2.093 0.282  1.72
N: -4.089 -0.180 0.134  0.70
N: -0.234 -0.078 1.987  0.10
N: -1.783 -0.814 3.491  1.06
C: -5.642 -3.778 -2.778  -0.72
C: -1.084 -3.277 -4.488  -1.09
C: -6.786 2.402 -2.763  0.87
C: 5.720 -1.156 -1.409  -1.17
C: 0.519 8.402 -0.280  -0.60
C: -0.440 4.310 0.253  -0.24
C: 0.432 -1.601 5.850  0.34
C: -0.132 5.724 0.062  0.46
C: 5.808 -1.264 -0.046  -1.26
C: 0.684 -1.893 7.178  -0.68
C: 0.741 -4.496 4.198  -0.30
C: -2.453 4.625 1.663  -1.01
C: 1.462 -2.702 -0.197  1.37
C: -4.006 2.476 -2.598  -1.16
C: 4.669 -0.198 -3.408  -1.03
C: 3.799 0.054 0.208  1.25
C: -2.574 -1.159 -1.128  -1.90
C: -5.993 2.100 -3.878  -0.93
C: 4.820 -0.704 0.763  -0.40
C: -0.493 -4.204 1.096  -0.64
C: 0.449 -2.005 0.395  0.93
C: -0.743 7.944 -0.618  -1.04
C: 2.646 1.383 5.465  -0.65
C: -1.307 -3.230 7.267  -0.99
C: 1.810 -5.290 4.574  -1.12
C: 3.779 3.682 -1.405  -0.85
C: 3.089 1.576 -3.139  0.68
C: 3.139 -0.106 3.642  0.01
C: -1.216 -3.022 -2.107  0.38
C: 0.820 -0.233 -4.157  -0.46
C: 1.924 2.188 4.596  -1.02
C: 1.358 3.311 -1.170  1.12
C: -2.016 -1.901 -2.266  0.31
C: -0.495 -2.718 1.347  0.79
C: -0.900 -1.889 3.772  0.28
C: -1.330 0.059 2.553  -0.61
C: 1.464 7.516 0.213  -0.93
C: 0.271 3.207 -0.214  -1.33
C: -5.330 0.163 0.773  -0.92
C: -0.680 -2.143 5.220  -1.43
C: 3.255 -4.035 3.138  -0.84
C: -4.772 2.745 -1.477  -0.10
C: 3.126 1.478 -1.762  0.21
C: 1.145 6.183 0.378  -0.12
C: 3.250 0.235 4.978  -1.00
C: 2.716 2.720 -0.943  0.25
C: -0.189 -2.574 2.851  0.74
C: 1.824 1.860 3.258  -0.09
C: -0.753 -3.706 -3.215  -0.78
C: 3.544 4.554 -2.412  -0.80
C: 1.013 -0.583 -2.867  -1.45
C: -6.678 -3.093 -3.392  -0.71
C: 1.170 4.182 -2.225  -0.05
C: 3.801 0.702 -3.962  -1.62
C: -3.934 -1.047 -0.906  0.85
C: -0.573 0.950 -2.549  -0.20
C: -6.150 2.701 -1.550  -1.01
C: -6.026 -1.082 -2.254  -0.01
C: 3.067 -5.071 4.037  -0.85
C: -1.909 -2.175 -4.651  -0.87
C: -4.618 2.142 -3.793  -0.02
C: -6.876 -1.750 -3.119  -0.76
C: -1.074 6.613 -0.446  0.06
C: 4.742 -0.334 -2.009  1.30
C: 3.855 0.407 -1.180  -0.51
C: 2.194 -3.224 2.780  0.08
C: 2.241 4.715 -2.931  -1.57
C: -2.392 -1.499 -3.547  -0.69
C: -1.353 2.470 1.023  -1.45
C: -4.789 -3.115 -1.917  -0.27
C: 1.561 -4.100 -0.141  -0.86
C: 2.438 0.708 2.757  1.26
C: -4.962 -1.755 -1.663  0.32
C: -0.181 -2.712 7.884  -0.64
C: -2.853 0.223 0.511  -0.91
C: -2.745 -0.423 4.493  -1.12
C: 0.923 -3.447 3.301  0.63
C: 0.518 -4.831 0.444  -0.88
C: -1.557 -2.949 5.937  0.11
H: 3.896 -5.699 4.324  0.46
H: -3.354 -1.279 4.777  0.39
H: 1.708 -1.336 -2.541  -0.20
H: 2.544 2.386 -3.597  0.40
H: 1.657 -6.090 5.282  0.47
H: -7.327 -3.607 -4.085  0.40
H: 4.348 5.153 -2.813  0.47
H: -5.163 0.318 1.840  0.38
H: 0.512 -5.907 0.352  0.50
H: 0.163 4.484 -2.472  0.43
H: -1.478 8.628 -1.014  0.46
H: -7.680 -1.212 -3.598  0.48
H: 3.794 -0.417 5.646  0.46
H: -0.705 -3.804 -5.349  0.44
H: 5.336 -0.778 -4.025  0.49
H: -6.756 2.935 -0.685  0.25
H: 1.438 3.079 4.966  0.52
H: 0.018 -2.939 8.919  0.43
H: -2.038 6.239 -0.750  0.56
H: 3.718 0.802 -5.032  0.56
H: -0.975 -3.369 -1.117  0.95
H: -3.982 -3.648 -1.437  0.48
H: -0.139 -4.581 -3.074  0.51
H: 1.098 -0.969 5.283  0.08
H: -6.036 -0.656 0.634  0.47
H: -2.419 -3.379 5.442  0.59
H: -1.308 -4.762 1.534  0.52
H: 0.768 9.445 -0.401  0.42
H: -5.482 -4.825 -2.983  0.46
H: 1.306 -0.644 -5.019  0.58
H: -3.057 -0.653 -3.666  0.47
H: -4.274 3.019 -0.558  0.60
H: -2.177 -1.835 -5.640  0.46
H: 2.386 -4.603 -0.616  0.48
H: -3.216 4.910 0.936  0.31
H: -1.982 -3.868 7.816  0.44
H: -1.517 -2.333 1.207  0.04
H: -3.999 1.962 -4.658  0.63
H: 4.232 -3.868 2.709  0.57
H: 2.841 2.504 0.130  0.51
H: -1.997 5.530 2.064  0.37
H: 4.766 3.538 -0.997  0.58
H: 2.450 7.865 0.476  0.48
H: -8.561 2.380 -3.762  0.21
H: -5.750 1.069 0.334  0.15
H: 2.068 5.332 -3.797  0.60
H: 6.420 -1.677 -2.043  0.47
H: 2.204 -2.178 -0.787  -0.50
H: 3.572 -1.033 3.310  -0.32
H: -2.917 4.062 2.473  0.36
H: 2.337 -2.407 2.087  0.40
H: -6.163 -0.029 -2.068  0.31
H: 1.564 -1.492 7.655  0.46
H: -8.673 2.839 -2.131  0.21
H: -6.473 1.861 -4.815  0.37
H: -3.400 0.345 4.081  0.48
H: 1.273 2.506 2.586  0.19
H: 4.850 -0.891 1.822  0.69
H: -2.255 -0.026 5.386  0.31
H: 6.604 -1.837 0.407  0.46
H: -0.241 -4.701 4.598  0.63
H: 1.880 5.491 0.762  0.43
H: 2.721 1.639 6.512  0.42

***

Record 4
Below is a cluster of 2 separate species, C3H6N2O in total, with properties calculated with wB97M-V/def2-TZVPD.

Summary:
HOMO energy ... -8.15 eV
Max |F| ... 0.0054 Eh/bohr
Kohn-Sham gap ... 9.10 eV
SMILES string ... O=c1[nH]cc[nH]1.[H][H]
Energy relative to the best compared isomer or geometry (same formula, charge and spin) ... 26.5 kcal per mole

Last column: Mulliken charge in e.
CARTESIAN COORDINATES (ANGSTROEM)
O: -1.016 -2.808 0.212  -0.64
N: -0.609 -0.655 1.048  -0.04
N: -0.402 -0.957 -1.091  -0.03
C: -0.717 -1.635 0.075  0.14
C: -0.108 0.379 -0.834  -0.29
C: -0.234 0.566 0.493  -0.34
H: 2.121 2.831 0.225  0.13
H: 0.164 1.073 -1.614  0.40
H: -0.105 1.456 1.089  0.42
H: 2.104 2.100 0.356  -0.13
H: -0.419 -1.412 -1.987  0.18
H: -0.738 -0.861 2.023  0.19

***

Record 5
Below is the molecule C4H8O2, with properties calculated with wB97M-V/def2-TZVPD.

Summary:
HOMO energy ... -9.59 eV
Max |F| ... 0.0191 Eh/bohr
Kohn-Sham gap ... 10.46 eV
SMILES string ... CC(=O)[C@@H](C)O
Energy relative to the best compared isomer or geometry (same formula, charge and spin) ... 21.3 kcal per mole

Last column: Mulliken charge in e.
CARTESIAN COORDINATES (ANGSTROEM)
O: 0.773 1.215 0.751  -0.55
O: -0.948 -0.205 -1.555  -0.56
C: -1.953 0.174 0.578  -1.06
C: 1.672 -0.570 -0.663  -1.35
C: 0.585 -0.106 0.284  0.31
C: -0.796 -0.101 -0.353  0.65
H: 1.678 -0.020 -1.620  0.33
H: -1.665 0.604 1.545  0.31
H: 1.466 -1.597 -0.924  0.35
H: 1.009 1.813 0.050  0.33
H: -2.449 -0.783 0.761  0.30
H: -2.670 0.840 0.096  0.31
H: 0.635 -0.699 1.222  0.27
H: 2.661 -0.564 -0.173  0.36